{"formula": "C9H7Cl2N3O3S2", "method": "the ωB97M-V functional and the def2-TZVPD basis", "spin_multiplicity": 1, "total_charge": 0, "fmax_ha_per_bohr": 0.07933, "homo_energy_ev": -8.91, "species": ["O", "O", "Cl", "Cl", "N", "N", "O", "S", "C", "C", "C", "C", "C", "C", "C", "C", "N", "C", "S", "H", "H", "H", "H", "H", "H", "H"], "coordinates": [[-1.864, -1.747, 2.457], [-2.241, -1.885, 0.103], [3.803, -1.662, -1.092], [0.578, -0.671, -1.791], [1.173, 2.848, 0.659], [0.012, 0.903, 2.339], [-0.263, 2.167, -1.046], [1.058, -2.315, 2.150], [2.590, -2.446, 1.225], [2.419, -1.895, -0.026], [1.137, -1.473, -0.295], [0.324, -1.736, 0.795], [1.577, 2.682, 1.970], [1.009, 1.693, 2.798], [0.152, 2.031, 0.247], [-0.399, 1.044, 1.118], [-1.434, 0.263, 0.845], [-0.008, 3.484, -1.722], [-1.382, -1.392, 1.126], [3.573, -2.766, 1.665], [2.407, 3.248, 2.414], [1.404, 1.475, 3.733], [-1.824, 0.365, -0.095], [0.513, 3.358, -2.722], [0.562, 4.327, -1.179], [-1.119, 3.858, -1.916]], "forces_ev_per_a": [[2.369, 0.720, -1.323], [0.291, -0.396, -1.170], [-0.912, -0.174, 0.410], [0.674, -1.060, 1.484], [-1.387, -1.706, 1.641], [1.919, 0.750, 1.662], [0.566, 1.316, 0.434], [3.339, -1.367, -0.213], [-0.278, 0.377, 1.137], [2.496, -0.509, 0.342], [-2.489, 0.762, -0.865], [-1.582, 0.764, -0.416], [-0.760, -1.180, -0.251], [-0.465, 0.623, -3.256], [2.347, 1.874, 0.058], [1.527, 2.508, 0.490], [-2.654, -1.831, -2.499], [-1.859, 1.217, -0.619], [-2.653, 0.064, 0.879], [-1.416, 0.323, -0.453], [-0.409, 0.139, -0.794], [0.438, -0.166, 1.683], [0.049, 0.001, 0.300], [-0.691, -0.434, 1.360], [-0.939, -2.007, -0.246], [2.478, -0.609, 0.225]]}

{"formula": "C9H7ClKN2O5", "method": "the ωB97M-V functional and the def2-TZVPD basis", "spin_multiplicity": 1, "total_charge": -1, "fmax_ha_per_bohr": 0.04502, "homo_energy_ev": -4.78, "species": ["K", "O", "N", "N", "O", "C", "C", "C", "C", "C", "C", "H", "H", "H", "H", "H", "O", "C", "Cl", "C", "C", "O", "O", "H", "H"], "coordinates": [[2.344, 1.274, -0.618], [0.956, 0.954, -2.474], [-0.157, 0.437, -2.262], [-0.341, 0.016, -1.050], [0.550, 0.083, -0.083], [-1.629, -0.591, -0.777], [-2.688, -0.532, -1.680], [-3.897, -1.129, -1.356], [-4.065, -1.778, -0.137], [-3.002, -1.818, 0.755], [-1.781, -1.225, 0.443], [-2.552, -0.024, -2.624], [-4.719, -1.079, -2.062], [-5.014, -2.239, 0.113], [-3.117, -2.312, 1.711], [-0.940, -1.230, 1.122], [3.396, -0.693, -1.760], [3.707, -0.398, -2.802], [2.074, 3.442, 2.020], [2.915, 1.967, 2.663], [3.897, 1.295, 1.676], [4.304, 0.196, 2.094], [4.136, 1.884, 0.596], [2.151, 1.250, 2.940], [3.469, 2.249, 3.552]], "forces_ev_per_a": [[0.793, 1.592, -0.153], [-0.172, 0.078, -0.979], [-0.814, -0.396, 0.260], [-0.629, -0.343, 0.230], [-2.052, -1.051, -0.211], [0.635, 0.333, -0.167], [-0.029, 0.003, -0.116], [0.052, 0.031, -0.019], [0.103, 0.036, 0.006], [0.070, 0.030, -0.008], [-0.191, -0.116, 0.167], [-0.011, -0.026, 0.047], [0.055, -0.001, 0.036], [0.057, 0.020, 0.001], [-0.002, -0.010, 0.011], [-0.032, -0.014, -0.016], [0.438, -0.451, -0.653], [-0.003, -0.231, 0.185], [0.118, -0.228, 0.214], [0.021, 0.058, -0.047], [0.399, -0.083, 0.033], [-0.087, 0.355, -0.111], [1.460, 0.224, 1.247], [-0.136, 0.015, -0.016], [-0.044, 0.175, 0.057]]}

Result set for orbital gap: 8.6; 7.5 eV, one per record in the order listed.